{"formula": "C5H8O2", "method": "ωB97M-V with the def2-TZVPD basis set", "charge": 0, "homo_energy_ev": -9.27, "species": ["O", "C", "C", "O", "C", "C", "C", "H", "H", "H", "H", "H", "H", "H", "H"], "xyz": [[-0.2939, 2.6801, -0.4690], [-0.7047, 1.4271, -0.9455], [-0.0991, 0.2902, -0.1744], [-0.1760, 0.2567, 1.1630], [0.7121, -0.9063, 1.0535], [-0.2107, -2.0147, 0.8546], [0.1715, -1.1182, -0.3751], [-0.2694, 2.6338, 0.4965], [-1.8015, 1.3122, -0.8925], [-0.4099, 1.3487, -1.9953], [1.5456, 0.6645, -0.0852], [1.7794, -0.0192, 0.5728], [-1.2146, -2.0171, 1.2773], [0.2374, -2.9961, 0.7174], [0.7337, -1.5417, -1.1981]], "forces_ev_per_a": [[-0.015, 0.044, 0.243], [-0.038, -0.256, -0.187], [-0.158, 0.017, -0.053], [-0.067, 0.109, -0.012], [0.023, -0.325, 0.227], [-0.092, -0.117, 0.176], [0.143, 0.063, -0.381], [0.019, 0.087, -0.121], [0.153, 0.025, 0.006], [-0.025, -0.009, 0.134], [0.074, -0.016, 0.033], [-0.009, 0.112, -0.135], [0.144, 0.027, -0.064], [-0.044, 0.162, 0.006], [-0.109, 0.078, 0.129]], "lowdin_charge": [-0.041, -0.199, -0.351, -0.024, -0.206, -0.023, -0.136, 0.094, 0.135, 0.134, 0.128, 0.129, 0.110, 0.110, 0.138]}

---

{"formula": "C6H38N2O11", "method": "ωB97M-V with the def2-TZVPD basis set", "smiles": "CCCCCNCN.O.O.O.O.O.O.O.O.O.O.O", "charge": 0, "homo_energy_ev": -9.03, "species": ["C", "C", "C", "C", "C", "N", "C", "N", "H", "H", "H", "H", "H", "H", "H", "H", "H", "H", "H", "H", "H", "H", "H", "H", "O", "H", "H", "O", "H", "H", "O", "H", "H", "O", "H", "H", "O", "H", "H", "O", "H", "H", "O", "H", "H", "O", "H", "H", "O", "H", "H", "O", "H", "H", "O", "H", "H"], "xyz": [[1.0561, 0.3664, 0.4858], [0.8067, 1.8420, 0.6838], [-0.5273, 2.1079, 1.4133], [-1.6861, 1.2092, 1.3293], [-2.2455, 0.8510, -0.1527], [-2.7895, 1.7290, -1.2493], [-1.6286, 2.1006, -2.1845], [-1.0546, 3.4721, -2.0044], [0.1188, -0.1122, 0.0144], [1.9112, 0.2607, -0.3099], [1.4150, -0.0819, 1.4551], [1.5702, 2.2662, 1.4582], [0.7598, 2.5267, -0.1780], [-0.9129, 3.1553, 1.2907], [-0.2105, 2.2859, 2.5810], [-1.4608, 0.1541, 1.6923], [-2.6122, 1.4833, 1.8404], [-3.0553, 0.0439, -0.0417], [-1.2805, 0.3049, -0.5878], [-3.3019, 2.5338, -0.8685], [-0.7167, 1.4606, -1.9936], [-1.8184, 1.9311, -3.3374], [-1.7716, 4.0686, -2.3314], [-0.8075, 3.7591, -1.0821], [-0.9295, -2.7957, 3.4017], [-1.4715, -2.0815, 3.7476], [-0.0717, -2.3824, 3.1471], [-2.0168, -2.1801, 1.1397], [-1.2577, -2.6214, 1.6420], [-2.6763, -2.7597, 1.6132], [1.8838, 2.0435, -3.0402], [2.3020, 2.7587, -3.2659], [1.2585, 2.1168, -2.3466], [2.4388, 1.2540, 3.2663], [3.1512, 0.5844, 3.4496], [2.8605, 2.0955, 3.2599], [1.6832, -2.9051, -2.2269], [1.0291, -2.5239, -1.4835], [1.1495, -3.5850, -2.6010], [1.8426, -0.0520, -4.6291], [2.3388, -0.3781, -3.8924], [1.6026, 0.8516, -4.2919], [-0.9009, -2.6481, -1.1654], [-1.1386, -2.6283, -0.3193], [-1.5339, -2.4271, -1.8601], [0.6262, -0.8093, 3.8031], [0.3855, -0.3059, 3.0691], [0.4240, -0.2705, 4.5792], [2.0107, -4.0986, 0.0360], [2.1158, -3.2550, 0.4899], [2.1680, -3.8252, -0.8843], [-0.5473, -1.5693, -4.0268], [0.3561, -1.4641, -4.2454], [-0.7937, -0.6607, -4.0101], [0.2903, 1.9662, 4.6267], [0.0950, 2.4402, 3.7565], [1.0880, 1.3667, 4.6896]], "forces_ev_per_a": [[0.969, -0.629, -2.119], [-0.128, 1.635, 2.110], [0.592, 3.021, 3.567], [-2.150, -2.599, -1.721], [1.044, -2.601, -0.581], [2.758, -0.137, 0.033], [0.870, 0.424, 0.026], [-0.551, -1.356, -1.579], [1.903, 0.213, 1.142], [-1.416, -0.140, 1.550], [-0.543, 0.187, -1.209], [-0.976, -0.670, -2.063], [0.619, -0.790, -0.216], [0.541, -0.614, -0.660], [-1.209, -1.078, -3.406], [-0.210, 1.200, -0.351], [0.561, 0.591, 0.633], [1.414, 1.023, 0.327], [-2.808, 0.944, 0.334], [0.565, -0.205, -0.483], [-1.490, -0.015, 0.063], [-0.223, 0.652, 2.378], [-0.474, 1.256, -0.325], [-0.098, -0.354, 0.849], [0.651, -0.835, -0.382], [0.277, 0.154, 0.001], [-0.913, -0.248, 1.056], [0.006, -2.015, 1.779], [-0.891, 1.072, -0.592], [0.277, 1.067, -1.051], [-2.569, -6.986, 0.871], [3.244, 6.613, -1.468], [-0.726, 0.907, 0.850], [0.997, -2.167, 0.309], [-0.986, 1.001, -0.331], [0.724, 1.047, 0.072], [-0.799, 2.297, 2.378], [1.366, -1.154, -2.729], [-0.877, -0.752, -0.610], [-0.839, 1.053, -0.420], [0.628, -0.556, 0.654], [0.337, -1.026, -0.463], [3.112, -0.409, -6.289], [-2.842, 0.365, 4.936], [-0.002, 0.106, 0.770], [1.066, -1.205, 2.025], [-0.605, 1.703, -1.725], [-0.271, -0.189, -0.303], [0.180, 0.081, 0.661], [0.064, -0.196, 0.262], [0.037, -0.222, -0.122], [-1.446, -0.937, 0.405], [1.928, -0.118, -0.447], [-0.735, 1.068, 0.036], [-0.289, 0.033, 0.745], [1.384, -1.449, 2.152], [-1.048, 1.938, -1.330]], "lowdin_charge": [-0.102, -0.258, -0.241, -0.199, -0.211, -0.052, -0.264, 0.003, 0.063, 0.114, 0.065, 0.114, 0.078, 0.118, 0.092, 0.095, 0.108, 0.116, 0.084, 0.098, 0.078, 0.141, 0.041, 0.032, -0.078, 0.051, 0.038, -0.112, 0.052, 0.093, 0.051, -0.024, 0.010, -0.072, 0.106, 0.048, -0.103, 0.088, 0.032, -0.074, 0.017, 0.020, -0.012, -0.094, 0.062, -0.028, -0.023, 0.057, -0.084, 0.017, -0.023, -0.031, -0.024, 0.006, -0.127, 0.015, 0.032]}

---

{"formula": "C4H9O3", "method": "ωB97M-V with the def2-TZVPD basis set", "charge": -1, "homo_energy_ev": -4.06, "species": ["O", "C", "O", "C", "C", "C", "H", "H", "H", "H", "H", "H", "H", "H", "H", "O"], "xyz": [[-1.2860, 1.9705, 2.1122], [-1.5752, 1.2799, 1.1084], [-2.6716, 0.7484, 0.8092], [-0.3853, 0.9420, 0.1738], [-0.5201, -0.4106, -0.5344], [0.5120, -0.6140, -1.6399], [0.5140, 1.0095, 0.7873], [-0.3369, 1.7327, -0.5851], [-1.5024, -0.3271, -1.0125], [-0.6291, -1.2092, 0.2011], [1.5480, -0.6038, -1.2869], [0.3714, -1.5834, -2.1228], [0.3410, 0.1464, -2.4015], [1.4493, -1.1977, 0.8200], [2.1712, -0.5057, 1.9719], [1.9994, -1.3778, 1.5993]], "forces_ev_per_a": [[-0.098, 0.199, -0.260], [-0.108, -0.719, 0.587], [0.059, 0.363, -0.102], [0.064, -0.124, -0.080], [-0.665, 1.092, -0.279], [-0.187, -0.632, 0.268], [0.184, 0.060, -0.070], [0.130, -0.006, 0.011], [0.013, -0.361, 0.113], [0.310, -0.186, -0.070], [0.009, 0.288, -0.088], [-0.017, -0.081, -0.083], [0.337, 0.123, 0.007], [0.077, -0.013, 0.360], [-0.162, -0.059, -0.028], [0.053, 0.056, -0.287]], "lowdin_charge": [-0.101, -0.754, -0.092, -0.163, -0.293, -0.134, 0.082, 0.106, 0.099, 0.105, 0.058, 0.058, 0.066, -0.005, 0.036, -0.067]}

---

Number 1: gap between HOMO and LUMO 9.9 eV, LUMO 0.7 eV. Number 2: gap between HOMO and LUMO 8.9 eV, LUMO -0.1 eV. Number 3: gap between HOMO and LUMO 7.8 eV, LUMO 3.7 eV.